[1]
Entry from the Open Molecules 2025 dataset: C47H41N6O3S2SbTeW as an isolated structure at a distorted geometry (ωB97M-V/def2-TZVPD).

## Properties
- frontier orbital gap (spin up / spin down) (Eh) = 0.1522 / 0.1532
- relative energy (zero: lowest compared OMol25 entry of this formula, charge and spin) (kJ/mol) = 198.7
- LUMO (spin up / spin down) (Ha) = -0.12394 / -0.12300
- E_HOMO (spin up / spin down) (eV) = -7.515 / -7.515

Geometry as XYZ:
```
102
C47H41N6O3S2SbTeW, DFT ωB97M-V/def2-TZVPD
W -0.3765 0.1683 0.5584
C 1.5603 -0.0156 1.9568
C 0.4659 -0.6752 2.6367
C 0.0901 -1.8027 1.8750
C 0.8683 -1.7992 0.6686
C 1.8653 -0.7755 0.7980
C 3.1446 -0.7149 0.0153
C 0.8760 -2.9049 -0.3535
C -0.7965 -2.9248 2.3283
C 0.0375 -0.4187 4.0533
C 2.4831 0.9671 2.6286
H 3.5883 0.2788 0.0313
H 3.0079 -1.0201 -1.0232
H 3.8582 -1.4025 0.4745
H -0.1084 -2.9930 -0.8334
H 1.0974 -3.8632 0.1196
H 1.6314 -2.7257 -1.1182
H -0.1977 -3.6467 2.8892
H -1.2502 -3.4358 1.4796
H -1.5993 -2.5671 2.9719
H -1.0478 -0.4647 4.1510
H 0.3753 0.5584 4.3936
H 0.4664 -1.1764 4.7107
H 3.1360 1.4606 1.9107
H 3.1198 0.4303 3.3326
H 1.9370 1.7317 3.1843
N -1.4837 1.0769 -0.8588
C -2.0015 1.5983 -1.7911
C -2.4686 2.1844 -2.9026
C -3.8403 2.2684 -3.1841
N -4.9611 2.3597 -3.4075
C -1.5159 2.7490 -3.7679
N -0.7007 3.1735 -4.4564
Te -1.3520 2.1436 2.0602
C 0.1367 3.5596 2.7897
C 0.9421 4.2737 1.9130
C 1.8672 5.1846 2.3930
C 1.9649 5.4183 3.7540
C 1.1216 4.7547 4.6275
C 0.2183 3.8232 4.1510
H 0.8368 4.1429 0.8451
H 2.4940 5.7243 1.7007
H 2.6884 6.1258 4.1299
H 1.1568 4.9729 5.6835
H -0.4345 3.3009 4.8323
O 7.8742 1.6145 -2.4329
S 7.5734 3.0107 -2.6947
O 7.0155 3.7523 -1.5857
O 8.4778 3.7236 -3.5555
C 6.0777 2.6988 -3.7694
N 6.2271 2.6622 -5.0614
C 5.1374 2.3225 -5.7520
C 3.9573 1.9652 -5.1265
C 3.9301 2.0182 -3.7221
N 5.0328 2.4267 -3.0614
C 2.8308 1.6671 -2.8620
C 1.8301 0.7216 -3.1628
C 0.9216 0.3642 -2.2075
N 0.8789 0.9058 -0.9505
C 1.8079 1.8823 -0.6948
C 2.7789 2.2486 -1.5772
H 5.2434 2.3461 -6.8282
H 3.0895 1.6811 -5.6984
H 1.8080 0.2407 -4.1256
H 0.1793 -0.4175 -2.4053
H 1.7370 2.3615 0.2767
H 3.5239 2.9868 -1.3266
S -2.4049 -0.8256 0.8533
Sb -2.8075 -1.7130 -1.9018
C -4.8165 -0.8571 -1.8471
C -5.3095 -0.2750 -0.6882
C -6.6026 0.2189 -0.6472
C -7.4037 0.1657 -1.7733
C -6.9121 -0.4032 -2.9345
C -5.6294 -0.9246 -2.9698
C -3.1107 -2.4535 -3.9642
C -2.9483 -1.5320 -4.9853
C -3.3224 -1.8452 -6.2806
C -3.8344 -3.0989 -6.5673
C -3.9611 -4.0377 -5.5580
C -3.6012 -3.7113 -4.2595
C -3.3701 -3.5914 -0.9719
C -2.5438 -4.6928 -1.1511
C -2.8801 -5.9198 -0.6072
C -4.0461 -6.0526 0.1258
C -4.8764 -4.9595 0.3008
C -4.5405 -3.7309 -0.2428
H -4.6924 -0.1977 0.1963
H -6.9792 0.6487 0.2686
H -8.4063 0.5663 -1.7496
H -7.5244 -0.4444 -3.8233
H -5.2733 -1.3784 -3.8828
H -2.5602 -0.5441 -4.7652
H -3.2311 -1.1033 -7.0598
H -4.1426 -3.3427 -7.5734
H -4.3585 -5.0195 -5.7801
H -3.7299 -4.4399 -3.4724
H -1.6375 -4.6005 -1.7416
H -2.2374 -6.7739 -0.7626
H -4.3107 -7.0091 0.5502
H -5.7927 -5.0715 0.8598
H -5.1950 -2.8812 -0.1002
```

***

[2]
Entry from the Open Molecules 2025 dataset: a 2-piece molecular cluster, C5H10N2O6 overall at a distorted geometry (ωB97M-V/def2-TZVPD).

## Properties
- frontier orbital gap (spin up / spin down) (Eh) = 0.2865 / 0.2865
- relative energy (zero: lowest compared OMol25 entry of this formula, charge and spin) (kJ/mol) = 0.0
- LUMO (spin up / spin down) (Ha) = 0.00559 / 0.00556
- E_HOMO (spin up / spin down) (eV) = -7.645 / -7.644

Geometry as XYZ:
```
23
C5H10N2O6, DFT ωB97M-V/def2-TZVPD
O 3.3107 2.4250 -0.4961
C 2.3587 2.0235 -1.0881
O 1.6762 2.8053 -1.9808
N 1.8211 0.7329 -0.9147
O 2.3833 0.0671 0.0415
C 0.8100 0.1877 -1.6092
O 0.2146 0.8172 -2.6464
C 0.2814 -1.1013 -1.3345
O -0.7605 -1.5277 -2.1425
C 0.6518 -1.9517 -0.3284
O 0.0759 -3.1370 -0.1800
H 2.0884 3.6827 -1.9979
H 0.5680 1.7142 -2.7545
H -0.9448 -0.8305 -2.7843
H 1.4817 -1.7304 0.3188
H -0.6509 -3.2147 -0.8212
C -0.5507 0.5478 1.5668
N -0.7327 -0.8909 1.5822
H 0.5092 0.7512 1.4278
H -1.1081 0.9632 0.7261
H -0.8847 1.0549 2.4824
H -0.1676 -1.3089 2.3112
H -1.7024 -1.1370 1.7443
```

***

[3]
Entry from the Open Molecules 2025 dataset: an isolated molecule of C21H23N3O4 (ωB97M-V/def2-TZVPD).

## Properties
- frontier orbital gap (Eh) = 0.2945
- relative energy (zero: lowest compared OMol25 entry of this formula, charge and spin) (kJ/mol) = 219.5
- LUMO (Ha) = 0.02323
- E_HOMO (eV) = -7.383

Geometry as XYZ:
```
51
C21H23N3O4, DFT ωB97M-V/def2-TZVPD
C 3.6759 -2.6814 -6.5597
O 2.9150 -3.7635 -6.0754
C 2.4552 -3.7150 -4.7997
C 1.7502 -4.8370 -4.3581
C 1.2512 -4.8835 -3.0742
C 1.4461 -3.8264 -2.1996
C 2.1367 -2.7108 -2.6437
N 2.3451 -1.6126 -1.7642
C 3.5532 -0.9391 -1.6600
O 4.5541 -1.2178 -2.2624
C 3.3742 0.1903 -0.6688
C 1.9674 0.0181 -0.0966
N 1.1740 1.2234 -0.1762
C 0.1381 1.4636 0.7323
C -1.0530 2.0330 0.2851
C -2.0612 2.3590 1.1644
C -1.9347 2.1114 2.5335
N -2.9677 2.4914 3.3959
C -2.7266 2.5058 4.8232
C -3.7925 3.3869 5.4836
O -5.0955 2.9325 5.2064
C -5.3212 2.9041 3.8162
C -4.3055 2.0033 3.1130
C -0.7378 1.5522 2.9787
C 0.2817 1.2448 2.0979
C 1.3587 -1.1164 -0.9280
O 0.2144 -1.4807 -0.9023
C 2.6362 -2.6400 -3.9378
H 3.9780 -2.9627 -7.5671
H 4.5662 -2.5113 -5.9468
H 3.0826 -1.7625 -6.6046
H 1.6123 -5.6572 -5.0440
H 0.7091 -5.7553 -2.7420
H 1.0601 -3.8646 -1.1945
H 4.1629 0.1528 0.0815
H 3.4675 1.1428 -1.1937
H 1.9960 -0.3089 0.9458
H 0.8814 1.4207 -1.1267
H -1.1831 2.2291 -0.7703
H -2.9601 2.8194 0.7835
H -1.7446 2.9376 5.0208
H -2.7768 1.4939 5.2592
H -3.6865 3.3685 6.5696
H -3.6745 4.4201 5.1219
H -6.3356 2.5264 3.6776
H -5.2489 3.9231 3.4058
H -4.4886 2.0050 2.0400
H -4.4274 0.9728 3.4884
H -0.5886 1.3414 4.0260
H 1.1974 0.8304 2.4933
H 3.1696 -1.7572 -4.2472
```

***

[4]
Entry from the Open Molecules 2025 dataset: C3H3CsMgO3 as an isolated structure at a distorted geometry (ωB97M-V/def2-TZVPD).

## Properties
- frontier orbital gap (spin up / spin down) (Eh) = 0.2049 / 0.1896
- relative energy (zero: lowest compared OMol25 entry of this formula, charge and spin) (kJ/mol) = 53.7
- spin multiplicity = 2
- LUMO (spin up / spin down) (Ha) = -0.12160 / -0.13683
- expectation value of S² = 0.75
- total charge = +1
- E_HOMO (spin up / spin down) (eV) = -8.884 / -8.884

Geometry as XYZ:
```
11
C3H3CsMgO3, DFT ωB97M-V/def2-TZVPD
O -0.8429 0.5775 0.2271
C -0.3346 -0.7302 0.7147
C 1.0753 -0.7397 0.3032
O 1.1043 0.4612 -0.7589
C 0.0420 1.1645 -0.5292
O 0.0048 2.3788 -0.7755
Mg -1.3174 3.7588 -1.2320
H -0.5019 -0.7590 1.8014
H 1.5749 -1.5612 -0.2251
H 1.7910 -0.5578 1.1102
Cs -2.5956 -3.9929 -0.6360
```

***

Number 1: electronic energy -3741.44342 hartree. Number 2: electronic energy -757.38064 hartree. Number 3: electronic energy -1279.26936 hartree. Number 4: electronic energy -561.76289 hartree.